(1)
This record from the OMol25 dataset describes C51H54N4P2PtSb as an isolated structure. The level of theory is ωB97M-V/def2-TZVPD.

Properties
Multiplicity   5
Net charge   +3
Molar mass   1101.81 g/mol
Orbital gap (spin up / spin down)   6.479 / 5.488 eV
ΔE to the lowest compared entry with this formula, charge and spin   0.0 kJ/mol
<S²>   6.076

Geometry as XYZ:
```
113
C51H54N4P2PtSb, DFT ωB97M-V/def2-TZVPD
Pt 0.047 0.593 -0.010
Sb 0.265 -3.123 -0.712
P -2.246 0.958 0.392
P -0.365 3.002 0.323
N 1.026 0.520 2.059
N 2.190 0.230 -0.366
N -1.999 2.629 0.513
N 0.285 0.498 -2.284
C 3.023 0.351 0.699
C -3.734 0.781 -0.607
C 2.237 4.136 3.210
C -3.495 1.002 2.898
C -2.715 0.281 1.995
C 0.804 -5.216 -2.855
C 0.941 6.212 -1.772
C 1.161 0.620 4.448
C 1.559 0.202 -2.668
C 1.399 4.576 4.229
C -2.299 -1.007 2.324
C -0.275 4.348 -0.851
C 0.449 0.647 3.239
C 0.947 0.501 -4.982
C -4.739 -0.108 -0.226
C 1.692 3.641 2.036
C -3.827 0.449 4.127
C -0.606 0.801 -3.205
C 4.062 -0.807 -3.420
C 0.853 5.175 -0.859
C 1.991 -3.257 0.559
C -2.553 -4.230 -0.749
C 0.820 -3.694 -2.714
C 2.828 -4.476 0.171
C 4.413 0.496 0.647
C -3.407 -0.837 4.447
C -0.529 4.038 2.895
C -0.812 -5.779 0.313
C -1.300 4.564 -1.773
C 2.549 -0.077 -1.653
C -5.042 1.415 -2.537
C -0.307 0.855 -4.575
C 5.186 0.541 1.812
C -0.088 6.431 -2.679
C 3.196 -0.369 -4.385
C -3.891 1.534 -1.776
C 1.913 0.124 -4.023
C -1.304 -4.346 0.120
C 0.021 4.524 4.075
C 2.519 0.511 4.405
C 4.588 0.470 3.043
C 1.543 -3.244 2.018
C -0.073 -3.005 -3.742
C 0.307 3.595 1.873
C 2.381 0.418 1.997
C -5.888 -0.230 -0.998
C 3.743 -0.664 -2.060
C -2.649 -1.571 3.543
C -6.041 0.531 -2.147
C 3.171 0.442 3.154
C -1.207 5.611 -2.678
H -4.641 -0.697 0.677
H 0.969 -4.136 2.276
H 2.423 -3.233 2.666
H 3.461 -0.430 -5.434
H 0.627 0.706 5.384
H 0.286 -3.250 -4.745
H -6.944 0.442 -2.737
H -5.167 2.015 -3.429
H 1.237 -5.472 -3.826
H 1.208 0.489 -6.034
H -3.370 -4.779 -0.275
H -6.670 -0.912 -0.691
H -0.070 -1.919 -3.642
H -2.184 3.942 -1.771
H 4.437 -1.037 -1.321
H -2.742 3.317 0.548
H -0.642 -6.288 -0.633
H -3.845 1.998 2.650
H -1.468 -3.873 1.090
H -4.424 1.014 4.831
H -0.021 7.252 -3.381
H -1.606 4.004 2.783
H 3.165 -4.447 -0.866
H 1.824 4.969 5.144
H -2.330 -2.575 3.796
H 0.939 -2.365 2.262
H -3.125 2.232 -2.085
H -3.678 -1.270 5.402
H 3.311 4.189 3.329
H 2.302 -5.417 0.337
H 0.090 -5.850 0.920
H 5.009 -1.249 -3.698
H 1.841 -3.306 -2.773
H 1.807 6.860 -1.767
H -2.015 5.795 -3.375
H -1.594 -6.333 0.842
H 1.651 5.032 -0.141
H 6.259 0.644 1.732
H -0.627 4.873 4.868
H -2.399 -4.672 -1.736
H 5.185 0.488 3.946
H 3.721 -4.494 0.802
H 4.904 0.628 -0.305
H -1.074 1.138 -5.283
H 1.385 -5.738 -2.095
H -0.216 -5.603 -2.848
H 2.349 3.290 1.245
H -1.615 0.969 -2.854
H 3.109 0.504 5.314
H 2.547 -2.345 0.333
H -1.682 -1.563 1.623
H -1.105 -3.354 -3.674
H -0.622 0.797 3.243
H -2.884 -3.197 -0.880
```

***

(2)
This record from the OMol25 dataset describes C51H56AsCdN7O3S2Sb as an isolated structure in a non-equilibrium geometry. The level of theory is ωB97M-V/def2-TZVPD.

Properties
Multiplicity   1
Net charge   -1
Molar mass   1188.28 g/mol
Orbital gap   6.537 eV
ΔE to the lowest compared entry with this formula, charge and spin   302.9 kJ/mol

Geometry as XYZ:
```
122
C51H56AsCdN7O3S2Sb, DFT ωB97M-V/def2-TZVPD
Sb 0.778 3.337 1.362
Cd -0.074 -0.635 0.351
As -1.426 -0.643 -2.685
S 1.504 0.607 -1.317
S -1.818 -2.895 1.284
O -1.369 -4.058 0.561
O -0.163 0.596 2.316
O -0.975 -2.445 2.369
N -7.328 -3.678 3.319
N -1.991 -1.693 0.219
N 1.786 -0.584 2.805
N 1.133 -2.561 -0.614
N -4.182 -0.884 0.661
N 1.685 -1.158 1.592
N -2.398 0.536 -0.042
C -4.303 -4.035 1.242
C 0.744 0.197 3.096
C -0.559 -3.012 -6.048
C -2.840 -0.637 0.279
C -3.407 -3.276 1.973
C -2.919 -2.627 -6.200
C 3.364 -3.372 -0.753
C -0.488 1.123 5.036
C -3.316 1.556 -0.505
C 0.938 1.105 -2.897
C 0.727 0.702 4.500
C -0.508 -2.217 -4.916
C -1.278 4.188 1.385
C 3.035 -4.108 -1.877
C 1.729 -4.087 -2.342
C -1.772 -3.232 -6.689
C 1.533 4.096 3.334
C -6.013 -3.539 2.864
C -5.310 0.944 -1.954
C 1.713 4.771 -0.077
C 2.646 -1.868 1.120
C -2.921 1.803 -2.019
C 1.884 0.810 5.266
C 2.380 -2.607 -0.124
C 0.123 2.222 -5.360
C -0.289 0.740 -3.484
C -3.915 2.722 -2.656
C -0.546 1.650 6.316
C 1.825 1.350 6.541
C -1.656 -1.605 -4.408
C -5.163 2.273 -2.642
C -4.815 1.193 -0.470
C -5.087 -2.805 3.607
C -3.787 -2.671 3.158
C -4.318 -0.034 -2.554
C -3.061 0.406 -2.611
C -1.445 5.693 1.548
C 1.373 2.524 -4.828
C 1.771 1.976 -3.627
C -5.604 -4.171 1.688
C 3.964 -2.015 1.822
C -5.053 -0.019 0.362
C 0.815 -3.292 -1.667
C 3.052 3.948 3.318
C 0.887 4.679 -1.357
C 0.613 1.773 7.069
C 1.988 6.217 0.318
C -2.076 3.421 2.435
C -2.859 -1.816 -5.073
C 1.120 5.475 3.836
C -0.682 1.319 -4.691
H -0.207 2.668 -6.291
H 2.628 6.278 1.200
H -0.224 -3.252 -1.974
H 3.508 4.660 2.625
H -2.015 2.345 2.255
H -0.105 5.122 -1.222
H -1.642 3.914 0.389
H 1.126 3.354 4.025
H 2.032 3.206 -5.353
H 1.383 5.201 -2.183
H 0.074 5.482 4.143
H -3.054 -2.088 3.700
H -7.636 -2.947 3.937
H 2.731 1.443 7.129
H -1.647 1.047 -5.107
H -6.333 0.567 -1.961
H 3.470 4.129 4.315
H -6.325 -4.747 1.118
H -3.868 -2.785 -6.698
H -4.636 -1.041 -2.792
H -5.404 -2.316 4.521
H -1.685 3.618 3.437
H -1.495 1.978 6.723
H -0.858 6.244 0.814
H 1.069 6.767 0.521
H 0.760 3.635 -1.653
H 3.894 -1.503 2.778
H 4.767 -1.567 1.233
H -8.000 -3.895 2.602
H -6.067 -0.191 0.733
H 2.675 4.282 -0.265
H 4.373 -3.385 -0.366
H -3.967 -4.499 0.324
H -3.130 2.473 0.057
H -1.151 6.021 2.543
H -3.131 3.724 2.423
H 3.786 -4.703 -2.381
H 2.737 2.219 -3.203
H -6.023 2.788 -3.052
H 1.274 6.254 3.087
H 4.200 -3.068 1.993
H -3.595 3.646 -3.120
H 1.719 5.741 4.717
H 0.439 -2.045 -4.412
H 3.346 2.941 3.009
H 2.824 0.491 4.837
H 2.498 6.732 -0.507
H -2.497 5.970 1.406
H -1.823 -3.875 -7.558
H -3.756 -1.323 -4.723
H 0.346 -3.465 -6.435
H 0.573 2.193 8.067
H 1.423 -4.668 -3.201
H -1.375 1.030 4.423
H -5.410 2.013 -0.061
H -1.899 2.177 -2.053
```

***

(3)
This record from the OMol25 dataset describes C51H56AsSb3Tl as an isolated structure in a non-equilibrium geometry. The level of theory is ωB97M-V/def2-TZVPD.

Properties
Multiplicity   1
Net charge   +3
Molar mass   1313.59 g/mol
Orbital gap   2.964 eV
ΔE to the lowest compared entry with this formula, charge and spin   251.9 kJ/mol

Geometry as XYZ:
```
112
C51H56AsSb3Tl, DFT ωB97M-V/def2-TZVPD
Tl -0.477 -0.280 0.805
Sb -0.392 -3.514 -0.158
Sb -1.609 2.780 -0.021
Sb 4.392 -1.345 0.856
As 1.077 -0.473 3.630
C -4.167 6.079 -1.276
C 0.250 5.076 1.065
C 2.583 0.646 4.222
C -1.009 -1.222 -3.878
C 1.993 -0.193 -0.877
C 5.490 -2.073 -0.894
C -4.324 5.936 -2.644
C -0.127 3.233 2.595
C -0.308 -1.939 -4.835
C -3.712 4.898 -3.315
C -4.873 -0.006 0.603
C 6.924 -2.972 -3.070
C 0.144 5.723 -0.275
C -5.089 1.473 2.476
C -3.928 2.162 2.112
C -3.378 5.181 -0.581
C 1.479 -4.690 -0.099
C -3.722 0.661 0.224
C 0.367 -3.096 -4.485
C -2.907 3.976 -2.640
C -5.565 0.412 1.732
C 0.605 3.871 3.577
C 7.395 -3.210 -1.790
C -1.018 -1.658 -2.563
C -3.025 -6.582 -1.805
C 3.090 0.154 -0.095
C 5.010 -1.831 -2.168
C -2.768 4.151 -1.276
C -1.829 -5.111 -0.364
C 2.701 -3.799 -0.209
C 1.155 5.118 3.309
C -3.458 -7.292 -0.698
C 0.982 5.705 2.071
C 3.424 1.497 0.040
C -2.268 2.860 -3.403
C -3.465 3.285 2.983
C 1.703 -2.171 4.412
C -0.329 -2.809 -2.207
C -2.221 -5.467 -1.642
C 1.242 0.796 -1.512
C 1.581 2.134 -1.361
C 0.361 -3.529 -3.169
C -0.267 0.003 5.000
C 6.680 -2.749 -0.695
C -3.260 1.750 0.965
C -2.261 -5.803 0.755
C 2.862 -2.936 1.027
C -3.078 -6.907 0.578
C -0.342 3.856 1.372
C 5.728 -2.300 -3.259
C 2.683 2.483 -0.596
H -0.671 6.446 -0.289
H -4.942 6.630 -3.191
H -2.717 3.909 2.497
H 1.061 6.260 -0.500
H 0.742 3.415 4.547
H 1.771 -1.233 -1.089
H 1.541 -2.144 5.489
H 1.482 -5.258 0.830
H -3.031 2.889 3.902
H 5.343 -2.130 -4.255
H -1.719 2.188 -2.731
H 0.180 -0.062 5.993
H 2.979 3.519 -0.521
H -0.038 4.992 -1.064
H -4.307 3.909 3.273
H -6.482 -0.080 2.020
H -1.578 3.256 -4.148
H 8.323 -3.738 -1.633
H 3.593 -4.421 -0.324
H -4.104 -8.146 -0.831
H -5.243 -0.826 0.007
H 0.898 -3.671 -5.229
H 1.918 -2.434 1.284
H -1.586 -1.119 -1.805
H -3.026 2.282 -3.929
H -0.548 2.243 2.774
H -1.551 -0.335 -4.173
H 1.733 5.621 4.066
H -3.304 -6.888 -2.801
H 4.090 -1.279 -2.317
H 2.435 1.693 3.960
H -3.413 -7.469 1.436
H 2.686 0.561 5.305
H 3.150 -3.559 1.871
H -1.966 -5.494 1.750
H -3.256 5.287 0.488
H 3.504 0.292 3.758
H 7.498 -3.291 -3.927
H -4.656 6.879 -0.742
H -5.634 1.801 3.351
H 1.415 6.671 1.866
H 4.296 1.777 0.615
H -3.855 4.778 -4.377
H 7.067 -2.910 0.300
H -1.897 -4.897 -2.502
H 2.768 -2.296 4.218
H -1.108 -0.691 4.955
H 1.179 -3.037 4.012
H -0.646 1.014 4.856
H 0.454 0.514 -2.200
H -3.215 0.364 -0.692
H 1.021 2.886 -1.902
H 1.423 -5.390 -0.931
H -0.291 -1.591 -5.854
H 0.881 -4.439 -2.900
H 2.631 -3.197 -1.121
```

***

> Among the records above, which one has the lowest net charge?

C51H56AsCdN7O3S2Sb

***

> The lowest molar mass belongs to which entry?

C51H54N4P2PtSb

***

> Among the records above, which one has the lowest net charge?

C51H56AsCdN7O3S2Sb

***

> What is the multiplicity in the second record?

1